Density functional theory data (the ωB97M-V functional and the def2-TZVPD basis) for a single C6H10 molecule.

Element x y z (Å)
C: 1.252 -0.592 -0.676
C: -0.094 -1.115 -0.395
C: -0.866 -0.794 0.824
C: -0.604 0.523 1.418
C: -0.016 1.577 -0.526
C: 0.323 0.396 -1.282
H: 1.848 -0.207 0.148
H: 1.828 -1.201 -1.359
H: -0.425 -2.045 -0.876
H: -1.936 -1.033 0.733
H: -0.334 -1.667 1.281
H: 0.404 0.692 1.784
H: -1.359 0.860 2.151
H: 0.738 2.061 0.083
H: -0.694 2.287 -1.024
H: -0.065 0.257 -2.283

Computed properties:
- 2S+1: 1
- LUMO energy: 1.20 eV
- Frontier orbital gap: 0.3302 Ha
- E_tot: -234.46076 Ha
- Energy relative to the best compared isomer or geometry (same formula, charge and spin): 3.857 eV

=====

Density functional theory data (the ωB97M-V functional and the def2-TZVPD basis) for a single C6H10 molecule.

Element x y z (Å)
C: -1.878 0.773 -0.023
C: -0.572 0.674 -0.805
C: 1.607 -0.498 -1.049
C: 1.977 -0.292 0.409
C: 0.645 -0.917 0.875
C: 0.168 -0.660 -0.575
H: -2.384 1.721 -0.237
H: -1.700 0.731 1.057
H: -2.562 -0.043 -0.282
H: -0.764 0.769 -1.880
H: 0.072 1.520 -0.533
H: 2.945 -0.681 0.745
H: 1.993 0.795 0.587
H: 0.102 -0.448 1.708
H: 0.749 -1.987 1.083
H: -0.398 -1.456 -1.079

Computed properties:
- 2S+1: 1
- LUMO energy: 0.08 eV
- Frontier orbital gap: 0.3087 Ha
- E_tot: -234.45333 Ha
- Energy relative to the best compared isomer or geometry (same formula, charge and spin): 4.059 eV

=====

Density functional theory data (the ωB97M-V functional and the def2-TZVPD basis) for a single C6H10 molecule.

Element x y z (Å)
C: 2.673 0.497 -0.104
C: 1.383 0.154 -0.145
C: 0.235 0.442 0.825
C: -1.031 -0.136 0.233
C: -1.488 -1.316 0.612
C: -1.471 0.477 -1.082
H: 2.980 1.407 0.403
H: 3.388 -0.317 -0.146
H: 1.145 -0.738 -0.730
H: 0.534 -0.105 1.714
H: 0.081 1.525 0.891
H: -2.077 -1.982 -0.012
H: -1.432 -1.686 1.632
H: -1.888 -0.328 -1.691
H: -2.348 1.074 -0.817
H: -0.685 1.032 -1.582

Computed properties:
- 2S+1: 1
- LUMO energy: 1.05 eV
- Frontier orbital gap: 0.3757 Ha
- SMILES: C=CCC(=C)C
- E_tot: -234.51993 Ha
- Energy relative to the best compared isomer or geometry (same formula, charge and spin): 2.247 eV

=====

Density functional theory data (the ωB97M-V functional and the def2-TZVPD basis) for a single C6H10 molecule.

Element x y z (Å)
C: 0.647 2.236 1.860
C: 0.916 1.272 1.022
C: 0.972 0.278 0.178
C: -0.330 -0.355 -0.271
C: -0.553 -0.142 -1.768
C: -0.396 -1.823 0.151
H: 0.471 3.249 1.509
H: 0.558 2.040 2.925
H: 1.916 -0.108 -0.210
H: -1.125 0.180 0.262
H: -1.509 -0.573 -2.086
H: 0.245 -0.601 -2.365
H: -0.570 0.930 -1.997
H: -0.304 -1.907 1.239
H: -1.351 -2.269 -0.147
H: 0.412 -2.410 -0.302

Computed properties:
- 2S+1: 1
- LUMO energy: 1.12 eV
- Frontier orbital gap: 0.3887 Ha
- SMILES: C=C=CC(C)C
- E_tot: -234.55332 Ha
- Energy relative to the best compared isomer or geometry (same formula, charge and spin): 1.339 eV

=====

Density functional theory data (the ωB97M-V functional and the def2-TZVPD basis) for a single C6H10 molecule.

Element x y z (Å)
C: 1.121 -0.799 -0.038
C: 1.153 0.778 0.002
C: -0.372 1.061 0.014
C: -0.825 -0.027 1.102
C: -0.402 -1.010 -0.036
C: -0.896 0.031 -1.069
H: 1.632 -1.145 -0.944
H: 1.605 -1.260 0.787
H: 1.535 1.223 0.919
H: 1.623 1.247 -0.860
H: -0.770 2.087 -0.071
H: -1.917 -0.013 1.321
H: -0.294 -0.093 2.064
H: -0.704 -2.043 -0.024
H: -1.984 -0.027 -1.102
H: -0.505 -0.010 -2.066

Computed properties:
- 2S+1: 1
- LUMO energy: 1.20 eV
- Frontier orbital gap: 0.4342 Ha
- SMILES: C1C[C@H]2C[C@@H]1C2
- E_tot: -234.57236 Ha
- Energy relative to the best compared isomer or geometry (same formula, charge and spin): 0.820 eV

=====

Density functional theory data (the ωB97M-V functional and the def2-TZVPD basis) for a single C6H10 molecule.

Element x y z (Å)
C: 2.643 -0.262 -0.082
C: 1.349 -0.270 0.260
C: 0.333 0.579 -0.376
C: -0.677 1.325 0.491
C: -1.147 0.249 -0.430
C: -1.751 -1.045 0.010
H: 3.036 0.379 -0.896
H: 3.356 -0.957 0.352
H: 0.981 -0.874 1.087
H: 0.723 1.040 -1.294
H: -0.606 1.076 1.555
H: -0.895 2.337 0.296
H: -1.583 0.650 -1.374
H: -2.810 -0.864 0.298
H: -1.748 -1.852 -0.796
H: -1.205 -1.511 0.898

Computed properties:
- 2S+1: 1
- LUMO energy: 1.23 eV
- Frontier orbital gap: 0.3728 Ha
- SMILES: C=C[C@@H]1C[C@@H]1C
- E_tot: -234.55434 Ha
- Energy relative to the best compared isomer or geometry (same formula, charge and spin): 1.311 eV

=====

Density functional theory data (the ωB97M-V functional and the def2-TZVPD basis) for a single C6H10 molecule.

Element x y z (Å)
C: 2.553 -0.049 0.461
C: 1.194 0.142 -0.104
C: 0.204 0.881 0.397
C: -1.168 0.680 -0.135
C: -1.344 -0.642 -0.912
C: -2.209 -0.344 0.252
H: 2.744 0.637 1.288
H: 3.337 0.042 -0.297
H: 2.599 -1.075 0.852
H: 0.960 -0.475 -0.966
H: 0.418 1.676 1.114
H: -1.660 1.618 -0.425
H: -1.658 -0.639 -1.946
H: -0.632 -1.448 -0.709
H: -2.126 -0.977 1.125
H: -3.212 -0.028 0.004

Computed properties:
- 2S+1: 1
- LUMO energy: 1.24 eV
- Frontier orbital gap: 0.3668 Ha
- SMILES: C/C=C/C1CC1
- E_tot: -234.54133 Ha
- Energy relative to the best compared isomer or geometry (same formula, charge and spin): 1.665 eV